w | DFT (ωB97M-V/def2-TZVPD) results for a 2-piece molecular cluster, C2H5NOS overall.

As for the orbital gap: 8.1 eV. The value obtained for the LUMO energy is -0.55 eV.

```
! RIJCOSX wB97M-V def2-TZVPD def2/J DEFGRID3
* xyz 0 1
C 0.3901 -0.0636 0.6341
C 0.2829 0.9459 -0.3877
H -1.3386 -1.2252 -0.1846
H -0.6840 -1.4358 1.5289
H -1.0367 1.5435 -0.4462
H 1.2085 1.7591 -0.7003
H 0.4889 -0.6852 -1.5435
N -0.4543 -1.0784 0.5257
O -0.0373 0.2586 -1.5781
S 1.1805 -0.0190 2.1517
*
```

x | DFT (ωB97M-V/def2-TZVPD) results for C2H5NOS as an isolated structure.

As for the orbital gap: 9.7 eV. The value obtained for the LUMO energy is 0.42 eV.

```
! RIJCOSX wB97M-V def2-TZVPD def2/J DEFGRID3
* xyz 0 1
C -0.2850 1.4531 0.3567
C -0.6894 -0.1482 0.2356
H -0.7464 2.1043 1.4511
H 0.8254 1.6163 0.7279
H -0.3135 1.8006 -0.5020
H 1.1191 -0.0094 -0.5892
H 0.6369 -3.1474 -0.4464
N 0.5032 -0.8788 -0.1370
O -1.7786 -0.6222 0.2262
S 0.7283 -2.1684 -1.3228
*
```

y | DFT (ωB97M-V/def2-TZVPD) results for C2H5NOS in the gas phase.

As for the orbital gap: 9.0 eV. Its SMILES is NC(=S)CO. The value obtained for the LUMO energy is 0.58 eV.

```
! RIJCOSX wB97M-V def2-TZVPD def2/J DEFGRID3
* xyz 0 1
C -0.8701 -0.7093 -0.2041
C -0.4856 0.8863 -0.4184
N -1.0547 -1.1829 1.1015
O 0.9357 1.0244 -0.3746
S -1.0446 -1.6777 -1.5140
H -0.9220 1.0302 -1.4160
H -0.9846 1.4350 0.4673
H -0.6666 -0.5928 1.7357
H -1.1087 -2.1821 1.4468
H 1.3109 0.9636 -1.2250
*
```

Q: Which of them is the least stable? A: w.

w | DFT (ωB97M-V/def2-TZVPD) results for a 4-piece molecular cluster, C2H5NOS overall.

As for the orbital gap: 9.9 eV. The value obtained for the LUMO energy is 0.23 eV.

```
! RIJCOSX wB97M-V def2-TZVPD def2/J DEFGRID3
* xyz 0 1
C -0.7819 -0.5953 -1.3438
C 0.9750 -0.7544 0.3888
H -1.6558 -1.7356 -1.0869
H 0.0927 -0.8947 -2.4704
H -1.6834 0.7341 -1.6927
H -1.6728 1.3612 1.0776
H 1.3401 -0.1574 1.0931
N -0.2414 -0.1168 -0.0971
O 1.3064 -1.9210 0.2568
S -0.3963 1.5610 0.4647
*
```

x | DFT (ωB97M-V/def2-TZVPD) results for C2H5NOS as an isolated structure.

As for the orbital gap: 8.9 eV. The value obtained for the LUMO energy is 0.35 eV.

```
! RIJCOSX wB97M-V def2-TZVPD def2/J DEFGRID3
* xyz 0 1
C 0.9285 0.4722 -0.2706
C -0.0227 -1.2884 0.1008
N -0.2265 1.2401 0.0709
O -2.4541 -0.0632 -0.4474
S -1.3992 -0.0680 0.5387
H 1.7378 0.5302 0.5466
H 1.0691 0.3693 -1.3139
H 0.0809 -1.7387 -0.9294
H 0.4740 -1.5008 1.0617
H -0.1878 2.0472 0.6426
*
```

Q: Which of them is the least stable? A: w.

w | DFT (ωB97M-V/def2-TZVPD) results for a 4-piece molecular cluster, C4H16O4 overall.

As for the orbital gap: 10.7 eV. Its SMILES is CCCCO.O.O.O. The value obtained for the LUMO energy is 0.53 eV.

```
! RIJCOSX wB97M-V def2-TZVPD def2/J DEFGRID3
* xyz 0 1
C -1.1873 -1.2843 -0.9669
O -1.7330 -0.2427 -1.7941
C 0.3118 -1.0696 -0.7077
C 1.0253 -2.3546 -0.3518
C 2.5143 -2.2340 -0.1100
H -1.7024 -1.3154 -0.0135
H -1.3245 -2.1692 -1.5837
H -2.0611 0.4879 -1.2538
H 0.4148 -0.2521 0.0217
H 0.7053 -0.6397 -1.6332
H 0.7687 -3.1457 -1.0726
H 0.5245 -2.7883 0.5342
H 3.0123 -1.9571 -1.0289
H 2.9449 -3.1741 0.2471
H 2.7337 -1.4751 0.6455
H -1.4732 0.9836 1.0852
H -2.7165 1.7750 1.3975
O -2.3210 0.9092 1.5420
H 1.4835 1.1477 0.2519
H 2.7674 1.6882 1.0205
O 1.9661 1.9231 0.5456
H 0.2580 3.4910 0.8868
H -0.7560 3.0240 1.9698
O -0.6575 3.1991 1.0235
*
```

x | DFT (ωB97M-V/def2-TZVPD) results for a 4-piece molecular cluster, C4H16O4 overall.

As for the orbital gap: 10.8 eV. Its SMILES is CO.CO.CO.CO. The value obtained for the LUMO energy is 0.69 eV.

```
! RIJCOSX wB97M-V def2-TZVPD def2/J DEFGRID3
* xyz 0 1
C -0.4920 -3.9452 4.5823
O -0.1483 -4.6735 5.7565
H -0.7674 -4.5738 3.7355
H -1.2969 -3.2654 4.8619
H 0.3993 -3.3859 4.2980
H -0.4065 -5.5802 5.5756
C -0.5196 1.2251 -7.6958
O 0.7668 1.7270 -7.6516
H -1.2690 1.7131 -7.0726
H -0.8036 1.3168 -8.7442
H -0.5115 0.1739 -7.4075
H 1.1326 1.6261 -8.5334
C 0.0452 -0.9408 -0.9952
O 1.1731 -0.5602 -0.2061
H 0.3131 -0.6089 -1.9982
H -0.1292 -2.0026 -1.1694
H -0.8468 -0.4023 -0.6749
H 1.0449 0.3411 0.0987
C 0.4552 3.5619 4.2140
O 0.3914 3.3644 2.8302
H 0.1380 2.6002 4.6173
H 1.4737 3.7777 4.5368
H -0.2365 4.3160 4.5895
H 0.0940 4.1954 2.4527
*
```

y | DFT (ωB97M-V/def2-TZVPD) results for a 5-piece molecular cluster, C4H16O4 overall.

As for the orbital gap: 10.4 eV. Its SMILES is C=CCC.O.O.O.O. The value obtained for the LUMO energy is 0.47 eV.

```
! RIJCOSX wB97M-V def2-TZVPD def2/J DEFGRID3
* xyz 0 1
C 1.7526 -0.3481 -2.1114
C 0.4003 0.0640 -2.6742
C -0.6743 0.0116 -1.6121
C -1.9278 -0.3112 -1.8770
H 2.5373 -0.2448 -2.8677
H 2.0483 0.2122 -1.2224
H 1.8221 -1.3820 -1.7485
H 0.1320 -0.5837 -3.5095
H 0.4940 1.0804 -3.0694
H -0.3470 0.3255 -0.6408
H -2.7380 -0.2699 -1.1716
H -2.3207 -0.3859 -2.8892
H 0.6577 2.8137 5.0817
H 1.8637 2.0828 4.4476
O 1.4068 2.9300 4.4846
H -1.1068 -4.2036 -0.9312
H -1.0994 -3.9735 -2.5177
O -1.4573 -4.4699 -1.7828
H 2.7265 1.6307 1.2735
H 1.3305 1.5967 1.9635
O 2.2462 1.2949 2.0392
H -2.3049 0.4904 2.8516
H -2.1907 -0.0251 1.4175
O -2.0284 0.7551 1.9689
*
```

z | DFT (ωB97M-V/def2-TZVPD) results for a 5-piece molecular cluster, C4H16O4 overall.

As for the orbital gap: 9.7 eV. Its SMILES is C/C=C/C.O.O.O.O. The value obtained for the LUMO energy is 0.30 eV.

```
! RIJCOSX wB97M-V def2-TZVPD def2/J DEFGRID3
* xyz 0 1
C -0.9079 0.0144 -2.0245
C -1.8330 -0.5206 -1.2465
C -1.7212 -1.9521 -0.8080
C -0.8884 1.4284 -2.5518
H -0.0915 -0.5862 -2.4038
H -2.6294 0.0425 -0.7799
H -2.5110 -2.5840 -1.2430
H -0.7799 -2.4039 -1.0871
H -1.9407 -2.0753 0.2565
H 0.1255 1.7520 -2.7671
H -1.3661 2.0985 -1.8380
H -1.4078 1.4806 -3.5127
H -0.7847 0.4819 3.6431
H -0.6715 0.1715 2.0796
O -0.5772 0.8388 2.7783
H 1.8172 -0.4494 -1.8388
H 2.5047 0.7463 -1.0116
O 2.6264 0.0042 -1.6054
H 1.1383 -0.9067 1.8518
H 0.4815 -2.0089 2.6599
O 0.4557 -1.5923 1.7936
H 1.0227 1.4597 2.4219
H 2.0679 1.7173 1.2929
O 1.9749 1.6130 2.2410
*
```

Q: Which of them is the least stable? A: x.

w | DFT (ωB97M-V/def2-TZVPD) results for C3H9N3 in the gas phase.

As for the orbital gap: 9.3 eV. Its SMILES is [H]/N=C(\N)NCC. The value obtained for the LUMO energy is 0.83 eV.

```
! RIJCOSX wB97M-V def2-TZVPD def2/J DEFGRID3
* xyz 0 1
C -1.4230 1.2384 1.0914
C -1.0628 -0.1167 0.4687
N -0.2725 0.0764 -0.7654
C 0.8876 -0.5877 -1.0176
N 1.5880 -1.1672 0.0534
N 1.3404 -0.7293 -2.2200
H -1.4563 2.0394 0.3584
H -0.5231 1.5186 1.6589
H -2.2908 1.1066 1.7272
H -0.4599 -0.5845 1.2516
H -1.7634 -0.9558 0.3420
H -0.7442 0.6549 -1.4379
H 1.3130 -0.8776 0.9848
H 2.5270 -0.8485 -0.1573
H 2.3400 -0.7670 -2.3383
*
```

x | DFT (ωB97M-V/def2-TZVPD) results for C3H9N3 in the gas phase.

As for the orbital gap: 9.4 eV. Its SMILES is [H]/N=C(/N)NCC. The value obtained for the LUMO energy is 0.87 eV.

```
! RIJCOSX wB97M-V def2-TZVPD def2/J DEFGRID3
* xyz 0 1
C -2.0977 0.6415 -0.8727
C -1.5350 0.2349 0.4664
N 0.0180 0.4742 0.7456
C 1.0745 -0.3236 0.1963
N 0.9878 -0.4541 -1.2610
N 2.0920 -0.6690 0.8971
H -3.0137 0.1071 -0.8920
H -2.2868 1.6698 -0.9522
H -1.4248 0.3259 -1.7274
H -1.7228 -0.7712 0.7428
H -2.0269 0.8157 1.1749
H 0.1011 0.8314 1.6884
H 0.0553 -0.7695 -1.6295
H 1.7652 -1.0244 -1.4700
H 2.2179 0.0401 1.6530
*
```

Q: Which of them is the least stable? A: x.